# 1
73
Properties=species:S:1:pos:R:3 method="wB97M-V/def2-TZVPD" total_charge=+3 homo_lumo_gap_ev="5.1 / 5.1" homo_ev="-17.94 / -17.94" e_above_lowest_kcal_mol=78.6
Ti 0.29 0.03 -0.60
P 0.23 -2.19 -0.99
P 0.23 2.29 -0.76
N 0.44 0.14 -2.67
C 0.29 -2.28 -2.85
H 0.76 -3.22 -3.22
H -0.75 -2.25 -3.21
C 1.03 -1.02 -3.31
H 2.13 -1.14 -3.09
H 0.95 -0.94 -4.41
C 1.03 1.36 -3.18
H 0.95 1.39 -4.29
H 2.13 1.45 -2.96
C 0.29 2.57 -2.60
H -0.75 2.57 -2.96
H 0.76 3.53 -2.87
C 1.73 3.21 -0.11
C 2.06 2.85 1.35
H 3.06 3.25 1.61
H 2.07 1.77 1.52
H 1.33 3.30 2.05
C -1.35 3.16 -0.21
C -1.47 3.22 1.32
H -2.49 3.50 1.61
H -0.78 3.97 1.75
H -1.24 2.25 1.79
C -1.35 -3.11 -0.53
C -1.47 -3.33 0.99
H -2.49 -3.64 1.24
H -1.24 -2.41 1.56
H -0.78 -4.12 1.33
C 1.73 -3.17 -0.44
C 2.06 -2.97 1.05
H 3.06 -3.39 1.27
H 1.33 -3.48 1.70
H 2.07 -1.91 1.33
C 2.04 0.03 -0.48
O 3.22 0.03 -0.45
C -1.63 4.52 -0.86
H -0.96 5.31 -0.48
H -1.54 4.49 -1.95
H -2.67 4.83 -0.61
C -1.63 -4.41 -1.31
H -2.67 -4.74 -1.10
H -1.54 -4.26 -2.40
H -0.96 -5.22 -1.02
C 1.74 -4.66 -0.82
H 2.75 -5.08 -0.66
H 1.04 -5.24 -0.18
H 1.46 -4.83 -1.87
C 1.74 4.73 -0.34
H 1.04 5.23 0.35
H 2.75 5.13 -0.14
H 1.46 5.00 -1.37
H 2.52 2.76 -0.75
H 2.52 -2.66 -1.02
H -2.11 2.44 -0.58
H -2.11 -2.36 -0.83
H -2.57 -0.20 -1.79
H -2.66 -0.02 -1.02
N -1.95 -0.26 5.33
C -1.52 -0.19 3.98
C -0.16 -0.19 3.67
C 0.24 -0.12 2.33
N -0.66 -0.06 1.31
C -2.01 -0.06 1.62
C -2.45 -0.13 2.94
H -1.26 -0.30 6.10
H -2.95 -0.26 5.56
H 0.58 -0.23 4.45
H 1.29 -0.12 2.13
H -2.78 -0.01 0.91
H -3.51 -0.13 3.16

---

# 2
75
Properties=species:S:1:pos:R:3 method="wB97M-V/def2-TZVPD" multiplicity=6 total_charge=+3 homo_lumo_gap_ev="5.8 / 6.6" homo_ev="-15.69 / -15.69"
Sm -0.97 0.66 -0.71
P -1.74 -1.77 0.47
P 1.41 -0.27 1.30
P 1.26 -1.20 -1.98
H -3.64 2.73 -3.51
C -3.09 1.78 -3.60
C -2.37 1.27 -2.58
H -2.15 2.06 -1.81
C -3.13 -1.32 1.56
C -0.96 -3.15 1.38
C -2.59 -2.61 -0.92
C 2.70 1.02 1.35
C 0.70 0.08 2.95
C 2.48 -1.68 1.80
C 1.03 -1.38 -3.79
C 1.29 -3.00 -1.54
C 3.09 -0.93 -1.88
H -3.26 1.26 -4.56
H -2.11 0.17 -2.53
H -3.91 -0.78 1.02
H -2.77 -0.65 2.35
H -3.56 -2.22 2.02
H -0.46 -2.77 2.29
H -0.20 -3.64 0.76
H -1.72 -3.89 1.67
H -3.02 -1.86 -1.61
H -3.40 -3.25 -0.54
H -1.89 -3.21 -1.51
H 3.25 0.90 2.29
H 2.24 2.01 1.31
H 3.39 0.91 0.51
H 1.54 0.14 3.66
H 0.02 -0.73 3.26
H 0.15 1.03 2.94
H 3.02 -1.36 2.71
H 3.21 -1.93 1.02
H 1.88 -2.57 2.03
H 1.58 -2.27 -4.14
H 1.41 -0.48 -4.29
H -0.04 -1.49 -4.02
H 1.91 -3.51 -2.29
H 0.28 -3.42 -1.58
H 1.72 -3.16 -0.55
H 3.59 -1.65 -2.54
H 3.45 -1.07 -0.86
H 3.37 0.08 -2.20
C 1.12 3.38 -3.73
C -0.22 3.79 -3.88
C -0.66 4.27 -5.13
C 0.23 4.39 -6.20
C 1.60 4.09 -5.98
C 2.05 3.60 -4.75
Se 1.82 2.52 -2.16
H 2.75 1.73 -3.02
H -0.89 3.74 -3.02
H -1.69 4.59 -5.28
H -0.10 4.74 -7.18
H 2.31 4.27 -6.78
H 3.10 3.40 -4.53
C -1.27 4.00 2.76
N -2.31 3.40 1.91
C -3.62 3.54 2.24
C -4.58 2.90 1.51
C -4.17 2.05 0.47
N -2.85 1.82 0.24
C -1.95 2.56 0.94
O -0.68 2.37 0.71
N -5.07 1.37 -0.27
H -1.38 5.09 2.75
H -0.29 3.72 2.36
H -1.39 3.64 3.78
H -3.81 4.17 3.11
H -5.63 2.99 1.74
H -4.88 0.99 -1.20
H -6.04 1.56 -0.07